C31H86FNO36P8 | ωB97M-V/def2-TZVPD

Calculated values
F_max (eV Å⁻¹): 4.39
LUMO level (eV): 0.046
SMILES: O=C1OC[C@@H](F)O1.COP(=O)(OC)OC.COP(=O)(OC)OC.COP(=O)(OC)OC.COP(=O)(OC)OC.COP(=O)(OC)OC.COP(=O)(OC)OC.COP(=O)(OC)OC.COP(=O)(OC)OC.COC[C@H](C)N
Kohn-Sham gap (eV): 9.055

Positions of all 163 atoms, in Å:
C: 2.76283 -1.98295 7.90489
C: 3.38535 -0.56107 7.91831
C: 4.92813 -0.52703 8.15492
O: 5.14989 -1.18400 9.39614
C: 6.48080 -1.09562 9.84576
N: 2.99597 -0.00636 6.68112
H: 2.63514 -2.51239 8.84908
H: 3.09016 -2.77067 7.22632
H: 1.69930 -1.86576 7.69688
H: 2.94366 0.03145 8.71952
H: 5.23617 0.51703 8.09865
H: 5.39172 -1.04720 7.31670
H: 7.13918 -1.58098 9.12530
H: 6.69873 -1.50095 10.83384
H: 6.64247 -0.01911 9.79010
H: 1.99555 0.08354 6.57537
H: 3.22598 0.97695 6.66416
C: -5.44538 3.89860 3.07310
O: -5.53677 4.23556 4.47601
P: -5.05317 5.59220 5.21993
O: -5.36702 5.65715 6.65032
O: -5.73863 6.87915 4.40180
C: -7.17623 6.94512 4.31184
O: -3.46874 5.63165 4.87092
C: -2.53775 5.01486 5.76199
H: -4.64937 4.40484 2.52703
H: -6.41766 4.14069 2.64396
H: -5.32740 2.81720 3.00411
H: -7.68042 6.07174 4.72547
H: -7.43710 6.95004 3.25353
H: -7.61230 7.78227 4.85694
H: -2.02385 4.14212 5.35911
H: -2.91026 4.69985 6.73673
H: -1.81683 5.80011 5.98949
C: 2.71597 -5.58708 -3.38462
O: 3.51995 -6.77744 -3.68510
P: 3.08408 -7.74809 -4.90383
O: 2.78393 -7.18781 -6.23521
O: 1.92727 -8.66031 -4.18324
C: 2.24477 -9.32585 -2.96788
O: 4.31853 -8.81350 -5.01836
C: 4.59259 -9.58383 -6.18924
H: 3.26639 -4.66740 -3.58290
H: 2.30318 -5.55236 -2.37641
H: 1.83053 -5.48469 -4.01201
H: 1.75428 -10.29820 -2.92259
H: 1.93043 -8.78028 -2.07814
H: 3.31433 -9.53392 -2.93859
H: 4.04642 -9.32100 -7.09518
H: 4.50707 -10.64069 -5.93659
H: 5.63097 -9.44569 -6.49054
C: 5.73737 -1.95621 1.27835
O: 6.17388 -2.56287 0.10170
P: 7.73828 -2.31994 -0.33202
O: 8.75497 -2.57655 0.71777
O: 7.87916 -3.24156 -1.66668
C: 8.08993 -4.61733 -1.72826
O: 7.60133 -0.77385 -0.82933
C: 6.63284 -0.50088 -1.90468
H: 4.86311 -2.52449 1.59590
H: 5.56063 -0.89238 1.11988
H: 6.38897 -1.91383 2.15113
H: 8.47529 -5.03074 -0.79623
H: 8.83679 -5.02179 -2.41143
H: 7.21567 -5.15644 -2.09315
H: 7.03932 0.13432 -2.69168
H: 5.89516 0.10572 -1.37935
H: 6.09059 -1.39064 -2.22467
C: 3.35702 5.46994 3.22119
O: 4.55103 5.84212 3.82094
P: 5.12823 4.91204 5.01655
O: 4.10698 4.71642 6.08529
O: 5.66542 3.62783 4.23564
C: 6.63998 3.69441 3.22707
O: 6.54088 5.59323 5.40513
C: 7.35824 5.02391 6.37927
H: 2.60496 6.25327 3.31552
H: 3.11932 4.51051 3.68063
H: 3.44907 5.41640 2.13640
H: 7.23561 4.60405 3.30370
H: 6.16048 3.67973 2.24831
H: 7.19990 2.75972 3.25794
H: 7.62696 5.81179 7.08292
H: 8.30412 4.66053 5.97757
H: 6.86068 4.20147 6.89321
C: -5.59279 5.33531 -4.04242
O: -6.46591 4.23759 -3.92986
P: -5.91918 2.75918 -4.10251
O: -4.78529 2.45004 -3.18150
O: -7.22340 1.83700 -4.06721
C: -7.06080 0.43292 -3.76294
O: -5.57537 2.57393 -5.71101
C: -4.81020 1.48271 -6.18784
H: -4.86291 5.08628 -4.81272
H: -5.00052 5.50774 -3.14376
H: -6.08228 6.24695 -4.38508
H: -7.97631 -0.08794 -3.48249
H: -6.39086 0.32766 -2.90960
H: -6.56630 0.03323 -4.64827
H: -5.26119 0.94123 -7.01942
H: -4.60829 0.73353 -5.42229
H: -3.84097 1.80433 -6.56896
C: -5.35567 -2.91398 1.06402
O: -6.57001 -3.47013 0.55913
P: -7.25356 -4.70542 1.33492
O: -6.28183 -5.84671 1.68944
O: -7.78360 -4.03128 2.76414
C: -8.35116 -2.69234 2.74604
O: -8.56097 -5.01734 0.43487
C: -9.70689 -5.70068 0.94147
H: -4.80430 -3.68251 1.60573
H: -5.40937 -2.06295 1.74296
H: -4.77186 -2.65362 0.18115
H: -8.58883 -2.41477 1.71912
H: -7.68216 -1.94603 3.17450
H: -9.28629 -2.64207 3.30382
H: -10.55557 -5.02311 0.84811
H: -9.57879 -6.02289 1.97485
H: -9.84474 -6.59513 0.33397
C: -3.54887 -6.88733 -3.18919
O: -3.74501 -6.65950 -4.58776
P: -4.12401 -5.14840 -5.07016
O: -3.25008 -4.10657 -4.47924
O: -4.08444 -5.29069 -6.67280
C: -3.02996 -6.07464 -7.24756
O: -5.70300 -5.01575 -4.62437
C: -6.67061 -5.89673 -5.13839
H: -3.58691 -6.00133 -2.55541
H: -2.58177 -7.35538 -3.00548
H: -4.35249 -7.52677 -2.82395
H: -3.24092 -7.14249 -7.30492
H: -2.12220 -6.05773 -6.64441
H: -2.84918 -5.61332 -8.21844
H: -7.07024 -6.49408 -4.31889
H: -6.28261 -6.58518 -5.88912
H: -7.53715 -5.35992 -5.52446
C: 1.22856 8.74440 -2.24055
O: 1.42953 8.05847 -3.40185
P: 2.84347 7.35253 -3.79402
O: 3.66884 6.85175 -2.67778
O: 2.40462 6.23900 -4.88000
C: 3.39819 5.25149 -5.20611
O: 3.60425 8.45497 -4.70376
C: 4.16944 9.61582 -4.12179
H: 2.16156 8.98070 -1.72892
H: 0.51275 8.35787 -1.51508
H: 0.83964 9.71775 -2.53961
H: 3.20225 4.81911 -6.18732
H: 3.52383 4.45206 -4.47588
H: 4.42012 5.61115 -5.32612
H: 4.46674 9.41008 -3.09350
H: 3.38456 10.37167 -4.09436
H: 5.00914 10.10027 -4.62009
C: -0.22130 2.63647 -1.02875
C: -0.12014 1.14478 -1.34595
O: -0.05195 0.62602 -0.02912
C: -0.68503 1.52523 0.85767
O: -0.99275 1.22436 1.97489
O: -0.93214 2.70250 0.24681
F: 0.95907 0.85482 -1.97153
H: -0.70882 3.20736 -1.81900
H: 0.79331 3.01990 -0.92086
H: -0.97586 0.85751 -1.95695